No. 1
{
  "formula": "C26H72AlF2N7O11S2",
  "method": "the ωB97M-V functional and the def2-TZVPD basis",
  "species": ["Al", "N", "S", "O", "O", "F", "S", "O", "O", "F", "C", "C", "C", "O", "C", "N", "H", "H", "H", "H", "H", "H", "H", "H", "H", "H", "H", "C", "C", "C", "O", "C", "N", "H", "H", "H", "H", "H", "H", "H", "H", "H", "H", "H", "C", "C", "C", "O", "C", "N", "H", "H", "H", "H", "H", "H", "H", "H", "H", "H", "H", "C", "C", "C", "O", "C", "N", "H", "H", "H", "H", "H", "H", "H", "H", "H", "H", "H", "C", "C", "C", "O", "C", "N", "H", "H", "H", "H", "H", "H", "H", "H", "H", "H", "H", "C", "C", "C", "O", "C", "N", "H", "H", "H", "H", "H", "H", "H", "H", "H", "H", "H", "C", "C", "O", "H", "H", "H", "H", "H", "H"],
  "coordinates": [[3.293, -2.372, 4.882], [1.912, -1.219, 1.074], [2.414, -0.854, -0.409], [3.239, 0.398, -0.498], [1.678, -1.327, -1.571], [3.431, -2.084, -0.481], [0.301, -0.633, 0.735], [-0.594, -1.670, 0.212], [0.037, 0.679, 0.289], [-0.113, -0.522, 2.301], [1.517, -7.178, 1.494], [1.449, -6.064, 2.460], [-0.005, -5.658, 2.988], [-0.034, -4.486, 3.830], [-1.377, -4.270, 4.286], [2.395, -6.319, 3.572], [1.053, -6.913, 0.544], [1.050, -8.030, 1.988], [2.544, -7.484, 1.293], [1.688, -5.237, 1.791], [-0.573, -6.463, 3.453], [-0.596, -5.335, 2.131], [-1.568, -3.253, 4.628], [-1.634, -4.908, 5.132], [-2.158, -4.487, 3.558], [3.274, -6.593, 3.157], [1.951, -7.107, 4.022], [-3.776, 2.782, 3.393], [-2.719, 3.910, 3.600], [-3.397, 5.357, 3.408], [-4.073, 5.357, 2.189], [-5.134, 6.320, 2.158], [-2.133, 3.726, 4.875], [-3.850, 2.412, 2.370], [-4.709, 2.909, 3.942], [-3.542, 1.814, 3.836], [-1.876, 3.777, 2.922], [-2.505, 5.985, 3.397], [-4.015, 5.619, 4.266], [-4.759, 7.323, 2.361], [-5.919, 6.100, 2.880], [-5.716, 6.245, 1.239], [-2.170, 2.745, 5.112], [-2.611, 4.181, 5.640], [-9.677, -8.303, 1.166], [-8.192, -8.047, 1.513], [-7.677, -6.774, 1.028], [-6.327, -6.781, 1.212], [-5.595, -5.832, 0.456], [-8.105, -8.054, 2.945], [-9.930, -8.350, 0.107], [-10.308, -7.569, 1.668], [-9.975, -9.247, 1.621], [-7.651, -8.881, 1.066], [-8.139, -5.941, 1.558], [-8.046, -6.640, 0.011], [-4.541, -5.738, 0.716], [-5.962, -4.832, 0.688], [-5.892, -5.997, -0.580], [-8.334, -7.120, 3.253], [-7.112, -8.091, 3.128], [3.476, 3.878, 3.286], [4.140, 2.626, 3.765], [5.500, 2.720, 4.116], [5.959, 1.428, 4.347], [7.272, 1.513, 4.756], [3.272, 2.056, 4.749], [3.677, 4.822, 3.791], [2.407, 3.670, 3.238], [3.765, 4.127, 2.265], [4.242, 1.902, 2.957], [5.589, 3.341, 5.008], [6.073, 3.244, 3.351], [7.648, 0.511, 4.967], [7.391, 2.088, 5.675], [7.875, 1.977, 3.976], [2.323, 2.274, 4.478], [3.329, 2.657, 5.558], [6.742, -2.354, -4.901], [7.615, -1.190, -5.549], [7.839, -1.172, -7.052], [8.523, -2.429, -7.382], [8.794, -2.474, -8.774], [7.155, 0.060, -4.979], [6.875, -3.387, -5.220], [5.661, -2.312, -5.035], [6.914, -2.452, -3.830], [8.631, -1.146, -5.157], [8.550, -0.357, -7.192], [6.903, -0.950, -7.565], [9.538, -1.726, -9.045], [7.880, -2.252, -9.324], [9.066, -3.498, -9.030], [7.113, -0.149, -3.991], [7.925, 0.706, -4.885], [-3.164, 3.948, -4.355], [-3.122, 5.171, -3.453], [-4.536, 5.592, -3.004], [-5.285, 6.007, -4.099], [-5.159, 7.362, -4.322], [-2.359, 4.791, -2.257], [-3.291, 2.950, -3.937], [-2.174, 4.018, -4.806], [-3.883, 4.103, -5.159], [-2.616, 6.008, -3.935], [-4.442, 6.345, -2.222], [-5.060, 4.738, -2.576], [-5.754, 7.781, -5.133], [-4.160, 7.703, -4.594], [-5.586, 7.887, -3.468], [-2.567, 3.834, -2.013], [-2.708, 5.284, -1.447], [2.330, 4.751, -4.970], [2.583, 4.867, -3.524], [1.587, 5.730, -3.018], [1.393, 4.228, -5.160], [3.093, 4.074, -5.352], [2.266, 5.694, -5.514], [3.575, 5.190, -3.209], [2.426, 3.894, -3.059], [0.750, 5.319, -2.790]],
  "atomic_forces_ev_per_a": [[-0.212, -0.052, -0.247], [-3.476, 2.336, -1.903], [5.379, -0.609, -3.539], [-2.592, -3.242, 0.557], [-0.893, 2.174, 1.473], [1.278, 0.578, 0.975], [-3.620, -3.343, 2.870], [2.214, 1.419, 1.056], [1.207, 1.021, -0.612], [0.535, -0.317, -0.680], [-0.956, -1.446, -0.229], [-0.671, 1.996, 0.666], [0.665, 0.317, -0.753], [-0.256, -0.256, 0.216], [-0.153, -0.204, 0.376], [-1.014, 1.320, -0.380], [-0.226, -0.349, 0.022], [-0.247, -0.491, -0.553], [0.073, 0.283, -0.011], [0.750, 0.877, 0.853], [0.315, -0.370, 0.309], [0.051, -0.466, -0.522], [0.637, 0.162, -0.210], [0.326, -0.281, 0.197], [0.281, 0.009, -0.595], [0.080, -0.364, 0.188], [0.587, -0.368, 0.509], [0.349, -1.057, -0.151], [-2.174, 0.028, -0.644], [2.140, -1.946, 0.216], [-0.794, 0.396, -0.212], [-0.314, -0.349, 0.253], [-0.030, 0.089, 1.604], [-0.650, 0.865, -0.290], [-0.336, 0.900, -0.623], [1.144, -0.060, 0.491], [-0.332, 0.137, -0.759], [-0.214, 0.777, -0.058], [-0.248, -0.159, 0.038], [-0.022, 0.099, -0.289], [0.244, -0.167, 0.642], [0.755, 0.114, -0.431], [0.500, -0.195, 0.025], [0.001, 0.515, 0.112], [-0.188, 0.068, 0.350], [-2.614, -2.137, 0.008], [-1.002, 1.644, -1.367], [2.409, -0.053, 0.443], [-1.399, 0.836, 0.087], [1.345, 0.017, 0.241], [0.272, 0.187, -0.017], [-0.047, 0.283, -0.190], [0.186, -0.094, -0.103], [0.415, 0.097, 0.259], [-0.216, 0.242, 0.382], [0.639, 0.035, -0.708], [-0.049, -1.041, -0.273], [-0.346, 0.326, 0.100], [0.895, 0.007, -0.378], [-0.663, 0.111, 0.466], [0.358, -0.531, 0.691], [0.054, 1.035, -1.790], [-2.732, -0.450, -2.375], [1.897, 1.089, 1.653], [-0.197, -0.214, 0.034], [1.357, -0.633, 0.407], [-0.418, -0.650, 1.594], [-0.063, -0.299, 0.765], [-0.040, 0.460, -0.017], [0.085, -0.167, -0.268], [-0.906, -0.087, -0.581], [0.386, 0.114, 0.577], [0.157, -0.102, -0.338], [0.016, -0.020, -0.172], [-0.083, 0.218, 0.138], [0.306, 0.018, -0.049], [-0.272, -0.511, -0.369], [0.380, -0.074, 0.782], [0.470, -0.289, -0.391], [-0.817, -1.489, 0.941], [0.912, -0.942, 0.714], [-1.301, 1.616, 0.231], [-0.572, -0.198, 0.085], [0.211, 0.261, 0.761], [0.966, 0.220, -0.679], [-0.074, 1.037, -0.149], [0.112, 0.553, 0.139], [0.637, -1.356, 0.169], [-0.040, 0.223, -0.499], [0.023, -0.489, -0.501], [0.271, -0.157, -0.106], [-0.137, 0.099, -0.198], [0.369, 0.223, 0.096], [-1.261, -0.137, 0.520], [0.207, 0.830, -1.128], [0.748, 1.120, -1.291], [0.492, -1.977, 1.172], [-0.756, -0.084, 0.156], [0.115, -0.630, -0.098], [-0.772, 2.066, -0.350], [-1.063, 0.281, -0.108], [-0.146, 0.339, 0.501], [0.067, -0.713, -0.408], [-0.004, -0.105, 0.038], [-0.226, 0.197, -0.117], [-0.148, 0.409, -0.075], [0.185, -0.238, -0.053], [-0.321, -1.012, -0.391], [0.466, -0.176, 0.509], [0.585, 0.296, 0.409], [0.349, -0.498, -0.228], [0.522, 0.722, 0.349], [0.341, -0.939, -1.478], [-1.315, -0.574, 1.207], [0.129, 1.533, 0.925], [-0.177, 0.029, 0.191], [0.202, 0.235, -0.586], [0.431, -0.001, 0.163], [-0.146, 0.503, -0.268], [0.268, -0.319, -0.007], [0.195, -0.516, -0.104]],
  "total_charge": 2
}



No. 2
{
  "formula": "C26H72F6N6O12S2",
  "method": "the ωB97M-V functional and the def2-TZVPD basis",
  "species": ["C", "C", "C", "O", "C", "N", "H", "H", "H", "H", "H", "H", "H", "H", "H", "H", "H", "H", "C", "C", "C", "O", "C", "N", "H", "H", "H", "H", "H", "H", "H", "H", "H", "H", "H", "H", "C", "C", "C", "O", "C", "N", "H", "H", "H", "H", "H", "H", "H", "H", "H", "H", "H", "H", "C", "C", "C", "O", "C", "N", "H", "H", "H", "H", "H", "H", "H", "H", "H", "H", "H", "H", "C", "C", "C", "O", "C", "N", "H", "H", "H", "H", "H", "H", "H", "H", "H", "H", "H", "H", "C", "C", "C", "O", "C", "N", "H", "H", "H", "H", "H", "H", "H", "H", "H", "H", "H", "H", "C", "F", "F", "F", "S", "O", "O", "O", "C", "F", "F", "F", "S", "O", "O", "O"],
  "coordinates": [[-5.608, 0.154, 1.473], [-5.268, -0.546, 2.774], [-3.836, -1.038, 2.965], [-3.822, -1.391, 4.344], [-3.033, -2.512, 4.740], [-5.678, 0.387, 3.938], [-5.143, 0.123, 4.772], [-5.471, 1.364, 3.719], [-6.692, 0.368, 4.056], [-4.730, 0.778, 1.280], [-6.512, 0.761, 1.437], [-5.746, -0.571, 0.672], [-5.889, -1.436, 2.871], [-3.070, -0.286, 2.749], [-3.657, -1.993, 2.465], [-3.132, -3.419, 4.145], [-3.294, -2.710, 5.777], [-2.001, -2.139, 4.711], [-3.445, -0.438, -1.313], [-2.983, 0.146, -2.669], [-3.127, -0.793, -3.841], [-2.657, -0.196, -5.019], [-1.277, -0.151, -5.222], [-3.913, 1.357, -2.899], [-3.872, 2.049, -2.149], [-3.672, 1.772, -3.806], [-4.932, 1.222, -2.954], [-2.656, -1.174, -1.117], [-4.293, -1.112, -1.444], [-3.469, 0.200, -0.438], [-2.067, 0.735, -2.556], [-4.187, -1.049, -3.902], [-2.609, -1.744, -3.693], [-0.649, 0.072, -4.336], [-0.960, 0.776, -5.708], [-0.863, -1.094, -5.575], [-1.789, 5.829, -2.786], [-0.342, 5.444, -3.147], [0.405, 5.125, -1.847], [1.746, 4.912, -2.176], [2.530, 4.288, -1.183], [-0.368, 4.252, -4.051], [0.256, 4.376, -4.857], [0.102, 3.480, -3.547], [-1.272, 4.005, -4.447], [-2.542, 5.045, -2.669], [-2.156, 6.490, -3.576], [-1.921, 6.450, -1.899], [0.083, 6.315, -3.637], [-0.074, 4.288, -1.322], [0.253, 5.953, -1.147], [3.560, 4.572, -1.410], [2.449, 3.199, -1.228], [2.375, 4.685, -0.175], [4.699, -2.318, 1.156], [5.020, -0.823, 0.978], [6.510, -0.640, 1.219], [7.018, 0.673, 1.041], [6.455, 1.695, 1.818], [4.513, -0.474, -0.406], [3.522, -0.460, -0.683], [4.860, 0.473, -0.600], [5.038, -1.088, -1.035], [5.278, -2.974, 0.487], [3.654, -2.582, 1.007], [5.230, -2.689, 2.037], [4.344, -0.288, 1.644], [7.118, -1.267, 0.570], [6.672, -0.869, 2.274], [5.793, 1.406, 2.646], [5.851, 2.374, 1.207], [7.171, 2.321, 2.353], [0.205, 0.243, 3.893], [0.758, 0.395, 5.331], [-0.314, 0.757, 6.353], [-1.386, 1.528, 5.867], [-1.054, 2.906, 5.731], [1.337, -0.988, 5.701], [0.824, -1.816, 5.387], [2.234, -0.943, 5.219], [1.470, -1.113, 6.709], [0.809, -0.491, 3.361], [0.158, 1.195, 3.373], [-0.804, -0.166, 3.912], [1.654, 1.009, 5.399], [0.152, 1.212, 7.237], [-0.859, -0.088, 6.790], [-1.967, 3.499, 5.631], [-0.504, 3.057, 4.799], [-0.625, 3.319, 6.646], [2.045, -4.832, -2.958], [1.566, -3.437, -3.099], [1.926, -2.596, -4.323], [1.198, -2.973, -5.435], [1.559, -2.409, -6.688], [0.054, -3.336, -2.852], [-0.422, -3.587, -3.721], [-0.258, -3.966, -2.102], [-0.169, -2.377, -2.573], [1.805, -5.505, -3.782], [1.958, -5.226, -1.947], [3.139, -4.836, -3.063], [1.885, -2.823, -2.251], [2.999, -2.708, -4.543], [1.868, -1.527, -4.059], [0.748, -2.638, -7.374], [2.540, -2.774, -6.993], [1.565, -1.318, -6.558], [0.099, 0.801, 0.284], [-1.115, 0.344, 0.541], [0.204, 2.102, 0.628], [1.041, 0.206, 1.081], [0.619, 0.619, -1.555], [2.040, 0.378, -1.508], [-0.007, -0.583, -2.094], [0.216, 1.837, -2.260], [-0.375, -2.797, 1.388], [0.311, -1.961, 2.187], [-1.466, -3.240, 2.026], [-0.820, -2.123, 0.331], [0.701, -4.286, 0.891], [1.884, -3.566, 0.420], [0.790, -5.199, 2.010], [-0.052, -4.831, -0.246]],
  "atomic_forces_ev_per_a": [[0.868, 0.024, -0.222], [-1.199, -0.170, -0.167], [-0.263, -0.681, 1.360], [-0.504, 0.207, 0.159], [0.752, 0.898, 0.414], [0.500, -0.045, -0.923], [-0.302, -0.282, 0.257], [0.244, -0.038, -0.020], [0.048, -0.341, 0.428], [-0.297, 0.262, -0.502], [-0.022, 0.004, 0.510], [0.295, -0.070, 0.040], [-0.153, 0.129, 0.369], [0.021, -0.016, -0.190], [-0.098, 0.512, -0.889], [-0.266, 0.199, -0.233], [-0.067, -0.102, -0.076], [0.168, -0.583, 0.007], [1.616, -1.820, -1.263], [-1.273, 1.411, 2.296], [0.849, -0.107, -0.113], [-1.347, 0.767, -0.113], [2.043, 0.559, 1.436], [-1.171, 0.584, -0.933], [0.714, 0.029, -0.105], [0.064, 0.163, 0.105], [0.170, -0.883, -0.177], [0.079, 0.132, 0.372], [-0.498, 0.574, 0.121], [-0.254, 0.368, -0.283], [0.391, -1.024, -0.273], [-0.034, 0.092, -0.567], [0.110, 0.029, 0.495], [-0.819, -0.612, 0.671], [-0.670, -0.568, -1.346], [-0.149, 0.176, -0.739], [-0.704, 0.889, -0.779], [-1.542, 0.733, 2.156], [-0.117, 0.122, -0.298], [-0.455, -0.172, -0.133], [1.068, 0.280, 0.087], [1.879, -0.248, -0.586], [-0.086, 0.307, 0.007], [-0.625, -0.342, 0.086], [-0.140, 0.001, 0.352], [0.436, -0.450, -0.107], [-0.205, -0.200, -0.081], [0.649, -0.109, 0.146], [0.403, -0.334, -0.271], [0.152, -0.425, -0.304], [0.270, 0.334, -0.240], [-0.019, -0.213, -0.120], [-0.217, 0.023, 0.153], [-0.486, -0.098, -0.044], [1.360, -0.454, -0.212], [-1.723, -2.089, 0.246], [0.043, 1.754, 0.334], [-0.136, -0.137, -0.575], [-0.819, 0.947, 0.837], [2.229, 0.986, -0.619], [-0.310, -0.290, 0.624], [-0.073, -0.039, -0.238], [-0.297, 0.034, -0.255], [-0.184, 0.563, -0.788], [0.013, -0.031, 0.622], [-1.030, 0.231, 0.707], [0.486, 0.388, 0.170], [-0.078, -0.210, 0.068], [-0.055, -0.644, -0.032], [-0.005, -0.747, -0.219], [0.075, -0.016, -0.205], [0.597, -0.252, -0.516], [0.369, -0.144, 0.916], [-1.005, -0.996, -0.630], [-0.932, 0.158, 1.168], [0.499, 0.327, -0.081], [-0.844, 0.476, -0.168], [0.225, 0.490, 0.064], [-0.221, 0.240, -0.292], [0.224, -0.824, 0.338], [0.278, 0.187, -0.019], [0.114, 0.645, -0.079], [0.218, 0.018, 0.001], [-0.063, 0.021, 0.218], [-0.249, 0.382, -0.127], [0.031, 0.329, -0.155], [0.531, -0.587, -0.453], [-0.207, -0.431, -0.143], [0.510, 0.232, 0.347], [0.647, -0.213, -0.216], [1.847, -0.725, -0.486], [-0.588, 1.526, 1.036], [1.232, 0.017, -0.102], [-1.321, -0.649, 0.205], [-0.140, 0.707, 0.756], [0.003, -0.397, -0.877], [-0.079, 0.052, 0.018], [0.364, -0.278, 0.423], [0.015, 0.079, -0.103], [-0.780, -0.079, 0.324], [-0.821, -0.170, -0.193], [0.023, 0.477, -0.045], [0.584, -0.357, 0.083], [0.046, -0.358, 0.305], [-0.647, 0.041, -0.193], [0.293, -0.302, -0.181], [-0.110, 0.026, -0.272], [0.305, 0.008, -0.276], [2.150, 0.665, 0.023], [0.208, 0.387, 0.125], [-0.768, -0.255, -0.365], [-1.188, -0.040, -1.150], [0.484, -1.319, -1.502], [0.666, 0.904, 0.823], [-1.142, 0.541, 0.807], [-0.315, -0.243, 0.952], [0.496, -2.342, -0.031], [-0.491, -0.233, -0.019], [-0.127, 0.391, 0.504], [0.199, 0.323, -0.357], [-0.301, -0.848, -1.422], [-0.107, -0.038, 0.683], [0.103, 1.638, -0.472], [-0.119, 0.676, 0.411]],
  "total_charge": 4
}



What did we get for energy above the lowest of the compared OMol25 structures with the same formula, charge and spin? Answer: 792.0, 318.3 kJ/mol, in the order shown.
What did we get for E_HOMO? Answer: -12.376, -17.000 eV, in the order shown.